64
Properties=species:S:1:pos:R:3:mulliken_charge:R:1 method="wB97M-V/def2-TZVPD" lumo_energy_ev=-3.0 mol_weight_da=432.572 energy_ev=-41315.8129 homo_lumo_gap_ev=8.4 total_charge=+1
Be 1.20 0.11 0.47 -0.89
C 4.99 -1.22 1.77 -1.52
C 3.94 -0.18 1.55 0.65
C 2.85 -0.06 2.41 -0.59
C 1.88 0.94 2.25 0.62
C 0.85 1.18 3.32 -1.72
C 1.98 1.79 1.13 0.02
C 3.05 1.66 0.22 0.42
C 3.23 2.62 -0.91 -1.96
C 4.01 0.68 0.46 -0.45
H 4.86 -2.05 1.07 0.28
H 4.96 -1.62 2.78 0.41
H 5.98 -0.80 1.59 0.40
H 2.78 -0.71 3.27 0.48
H 0.43 0.25 3.68 0.46
H 0.05 1.83 2.96 0.40
H 1.33 1.68 4.17 0.43
H 1.33 2.65 1.06 0.86
H 3.29 2.10 -1.86 0.39
H 4.18 3.16 -0.78 0.49
H 2.43 3.36 -0.96 0.40
H 4.85 0.60 -0.23 0.55
C -2.28 -0.14 2.70 -1.19
C -3.05 0.56 1.61 1.18
C -4.33 1.04 1.88 -0.74
C -5.07 1.70 0.92 -0.77
C -4.54 1.91 -0.35 -0.86
C -3.27 1.44 -0.64 -1.12
C -2.53 0.74 0.32 1.28
P -0.89 0.10 -0.13 1.52
C -0.62 0.60 -1.87 0.00
C 0.03 1.83 -1.98 -0.50
C 0.37 2.37 -3.21 -1.08
C 0.08 1.66 -4.36 -0.76
C -0.58 0.44 -4.26 -0.87
C -0.96 -0.11 -3.04 0.97
C -1.73 -1.40 -3.04 -1.29
C -0.95 -1.70 -0.03 0.81
C -2.11 -2.45 0.14 -0.63
C -2.02 -3.82 0.25 -0.86
C -0.77 -4.44 0.21 -0.76
C 0.38 -3.68 0.05 -0.93
C 0.32 -2.30 -0.08 -0.29
C 1.55 -1.44 -0.28 -0.75
H -2.70 -1.12 2.90 0.41
H -2.34 0.44 3.63 0.59
H -1.23 -0.27 2.44 -0.46
H -4.75 0.89 2.86 0.51
H -6.06 2.06 1.16 0.41
H -5.11 2.44 -1.10 0.47
H -2.86 1.59 -1.63 0.44
H 0.24 2.39 -1.07 0.78
H 0.86 3.33 -3.27 0.48
H 0.34 2.05 -5.33 0.42
H -0.82 -0.10 -5.17 0.44
H -2.06 -1.64 -4.05 0.48
H -2.60 -1.34 -2.39 0.24
H -1.11 -2.23 -2.69 0.24
H -3.07 -1.96 0.17 0.50
H -2.91 -4.42 0.38 0.46
H -0.69 -5.51 0.31 0.43
H 1.34 -4.18 0.02 0.48
H 1.65 -1.29 -1.37 0.65
H 2.42 -2.03 -0.01 0.55

68
Properties=species:S:1:pos:R:3:mulliken_charge:R:1 method="wB97M-V/def2-TZVPD" lumo_energy_ev=-0.9 mol_weight_da=546.509 smiles="C=C1N(c2c(C)cc(C)cc2C)C=CN1c1c(C)cc(C)cc1C.O=[N+]([O-])/C=C/c1ccc(Br)cc1" energy_ev=-110232.9979 homo_lumo_gap_ev=5.8
C 0.27 0.37 -0.31 -1.67
C -0.20 0.15 0.98 1.38
N -1.23 0.87 1.55 0.68
C -1.86 1.95 0.86 -0.09
C -3.13 1.75 0.32 0.86
C -3.98 0.57 0.69 -1.71
C -3.59 2.68 -0.62 -0.84
C -2.77 3.72 -1.07 0.75
C -3.23 4.70 -2.11 -1.58
C -1.49 3.86 -0.54 -0.80
C -1.05 3.04 0.50 0.67
C 0.27 3.30 1.14 -1.31
C -1.48 0.36 2.81 -0.67
C -0.56 -0.59 3.06 -0.89
N 0.25 -0.73 1.94 1.03
C 1.50 -1.44 1.93 -0.40
C 2.53 -1.00 2.77 1.00
C 2.37 0.21 3.62 -1.27
C 3.75 -1.69 2.77 -1.00
C 3.95 -2.82 1.97 0.70
C 5.30 -3.46 1.94 -1.53
C 2.87 -3.31 1.23 -1.12
C 1.63 -2.64 1.21 0.74
C 0.46 -3.19 0.48 -0.68
H 0.80 -0.48 -0.73 0.70
H 0.23 1.39 -0.70 -0.70
H -3.39 -0.34 0.83 0.31
H -4.56 0.75 1.61 0.35
H -4.70 0.38 -0.12 0.44
H -4.58 2.54 -1.06 0.32
H -2.47 4.83 -2.88 0.33
H -4.16 4.36 -2.58 0.36
H -3.42 5.68 -1.65 0.33
H -0.82 4.61 -0.94 0.30
H 0.58 4.33 0.95 0.48
H 0.25 3.16 2.23 0.31
H 1.06 2.65 0.73 0.21
H -2.29 0.73 3.42 0.61
H -0.38 -1.18 3.94 0.69
H 3.34 0.45 4.07 0.43
H 2.05 1.09 3.04 0.08
H 1.67 0.07 4.45 0.34
H 4.55 -1.32 3.39 0.36
H 5.28 -4.42 1.42 0.35
H 6.03 -2.81 1.44 0.31
H 5.68 -3.62 2.96 0.36
H 2.97 -4.23 0.66 0.32
H 0.73 -4.11 -0.05 0.37
H -0.39 -3.45 1.14 0.24
H 0.08 -2.48 -0.26 -0.21
O 2.25 3.01 -3.65 -0.64
N 1.21 2.45 -3.22 0.97
O 0.18 3.12 -2.88 -0.55
C 1.07 1.07 -3.11 -0.67
C -0.17 0.57 -2.75 -0.42
C -0.55 -0.82 -2.92 0.83
C -1.84 -1.24 -2.51 -0.50
C -2.12 -2.58 -2.33 -0.39
C -1.12 -3.53 -2.63 -0.23
Br -1.38 -5.34 -2.11 -0.14
C 0.08 -3.15 -3.24 -0.49
C 0.35 -1.79 -3.42 -0.38
H 1.93 0.44 -3.34 0.36
H -0.98 1.28 -2.56 0.34
H -2.58 -0.46 -2.30 0.38
H -3.09 -2.89 -1.95 0.44
H 0.79 -3.91 -3.58 0.44
H 1.25 -1.46 -3.93 0.39

72
Properties=species:S:1:pos:R:3:mulliken_charge:R:1 method="wB97M-V/def2-TZVPD" lumo_energy_ev="-2.6 / -4.6" mol_weight_da=873.327 energy_ev=-77411.4328 homo_lumo_gap_ev="5.7 / 6.8" total_charge=+1 spin_multiplicity=6 s_squared=8.806
Ir 1.49 2.83 -1.89 1.24
Cl 1.76 2.70 3.34 -0.15
C 3.05 2.55 2.22 0.61
C 4.32 2.31 2.62 -0.78
C 5.36 2.21 1.67 0.99
Cl 6.94 1.92 2.25 -0.20
C 5.15 2.33 0.26 -0.01
C 6.14 2.26 -0.72 -1.13
C 5.76 2.45 -2.08 -0.52
C 4.47 2.65 -2.41 -0.81
N 3.47 2.66 -1.44 -0.19
C 3.81 2.55 -0.14 0.25
C 2.75 2.68 0.79 0.31
O 1.57 2.90 0.38 -0.88
H 4.55 2.20 3.68 0.49
H 7.17 2.08 -0.44 0.45
H 6.51 2.44 -2.86 0.43
H 4.15 2.80 -3.43 0.42
N -0.53 2.93 -2.55 -0.68
H -1.12 3.45 -1.91 0.33
H -0.91 1.98 -2.62 0.15
H -0.60 3.36 -3.46 0.39
O 1.95 5.81 -2.10 -0.42
C 1.77 4.70 -2.05 0.45
C 3.37 -0.45 -1.84 -1.17
C 1.91 -0.31 -1.51 0.91
O 1.32 -1.34 -1.01 -0.50
N 1.27 0.80 -1.78 -0.51
Te -1.04 -0.66 -1.10 0.58
C -2.73 -1.95 -1.18 0.54
C -2.56 -3.23 -1.69 0.49
C -1.26 -3.78 -2.25 -1.81
C -3.67 -4.07 -1.70 -0.76
C -4.91 -3.66 -1.25 0.61
C -6.10 -4.58 -1.27 -1.54
C -5.04 -2.35 -0.78 -0.83
C -3.97 -1.47 -0.73 0.73
C -4.18 -0.07 -0.21 -1.31
C -0.98 -0.43 0.99 1.26
C -1.24 0.82 1.56 0.41
C -1.60 2.08 0.81 -1.55
C -1.17 0.92 2.95 -0.90
C -0.83 -0.15 3.76 0.61
C -0.74 -0.01 5.25 -1.74
C -0.58 -1.38 3.15 -0.90
C -0.65 -1.56 1.78 0.57
C -0.43 -2.94 1.20 -1.38
H 3.56 -1.51 -2.03 0.46
H 3.97 -0.14 -0.98 0.18
H 3.66 0.15 -2.70 0.35
H -0.42 -3.10 -2.17 0.19
H -1.38 -4.04 -3.30 0.44
H -0.98 -4.70 -1.72 0.39
H -3.56 -5.08 -2.09 0.37
H -5.84 -5.56 -1.66 0.36
H -6.90 -4.17 -1.88 0.36
H -6.50 -4.72 -0.26 0.35
H -6.02 -2.01 -0.43 0.41
H -5.25 0.15 -0.12 0.45
H -3.75 0.68 -0.87 0.19
H -3.73 0.05 0.78 0.24
H -1.69 1.91 -0.26 -0.12
H -0.82 2.83 0.97 0.49
H -2.55 2.48 1.16 0.47
H -1.38 1.88 3.41 0.45
H -0.89 1.02 5.57 0.36
H 0.23 -0.34 5.62 0.39
H -1.49 -0.63 5.75 0.40
H -0.31 -2.24 3.76 0.42
H -0.14 -3.63 1.99 0.46
H 0.36 -2.94 0.45 0.18
H -1.34 -3.32 0.75 0.23

100
Properties=species:S:1:pos:R:3:mulliken_charge:R:1 method="wB97M-V/def2-TZVPD" lumo_energy_ev=0.3 mol_weight_da=1024.540 smiles="O=C1OC[C@@H](F)O1.O=C1OC[C@@H](F)O1.O=C1OC[C@@H](F)O1.O=C1OC[C@@H](F)O1.O=C1OC[C@@H](F)O1.O=C1OC[C@@H](F)O1.O=C1OC[C@@H](F)O1.O=C1OC[C@@H](F)O1.O=C1OCCO1.O=C1OCCO1" energy_ev=-114795.1836 homo_lumo_gap_ev=11.0
O 0.34 4.33 1.68 -0.48
C 0.89 5.27 1.27 0.55
O 2.01 5.81 1.81 -0.31
C 2.25 7.05 1.15 -0.39
C 1.37 6.92 -0.03 0.33
F 2.10 6.33 -1.06 -0.29
O 0.40 6.02 0.30 -0.26
H 1.92 7.82 1.82 0.34
H 3.33 7.15 0.92 0.24
H 0.98 7.86 -0.51 0.27
O -3.37 -1.71 5.39 -0.54
C -2.80 -2.77 5.36 0.71
O -2.77 -3.68 4.35 -0.20
C -2.13 -4.88 4.85 -0.31
C -1.43 -4.42 6.13 0.15
F -0.18 -4.03 5.79 -0.22
O -2.20 -3.29 6.49 -0.38
H -2.88 -5.66 5.07 0.29
H -1.39 -5.26 4.14 0.20
H -1.51 -5.09 7.00 0.27
O 3.00 1.41 -3.87 -0.56
C 2.81 0.40 -3.32 0.65
O 1.87 -0.47 -3.64 -0.29
C 1.75 -1.49 -2.61 0.66
C 3.04 -1.23 -1.77 0.88
F 4.02 -2.14 -2.04 -0.37
O 3.51 0.01 -2.20 -0.40
H 0.78 -1.55 -1.99 -0.59
H 1.94 -2.43 -3.05 0.28
H 2.89 -1.16 -0.70 -0.19
O -4.79 -0.34 -0.58 -0.58
C -4.26 -0.88 0.34 0.51
O -4.26 -0.34 1.54 -0.40
C -3.57 -1.15 2.55 -0.54
C -3.22 -2.41 1.67 0.84
F -4.00 -3.46 2.03 -0.40
O -3.41 -2.00 0.35 -0.25
H -2.80 -0.59 2.96 0.29
H -4.28 -1.46 3.28 0.51
H -2.20 -2.76 1.65 0.15
O 0.40 -5.93 1.56 -0.56
C -0.22 -5.47 0.63 0.57
O -1.18 -4.54 0.64 -0.18
C -1.71 -4.22 -0.67 0.25
C -0.79 -5.06 -1.57 0.17
F 0.14 -4.24 -2.22 -0.23
O -0.06 -5.87 -0.69 -0.39
H -2.79 -4.41 -0.62 0.42
H -1.53 -3.18 -0.96 -0.40
H -1.27 -5.72 -2.27 0.31
O 3.63 1.30 0.94 -0.40
C 4.00 2.23 0.30 0.48
O 3.19 3.10 -0.25 -0.16
C 3.87 4.10 -1.08 -0.41
C 5.32 3.81 -0.60 0.18
F 5.64 4.78 0.36 -0.33
O 5.31 2.56 0.04 -0.40
H 3.76 3.80 -2.10 0.27
H 3.75 5.06 -0.79 0.22
H 6.06 3.95 -1.37 0.40
O 0.39 -1.91 0.44 -0.31
C 0.13 -0.82 0.65 -0.14
O 1.00 0.00 1.17 -0.24
C 0.49 1.30 1.23 0.52
C -0.85 1.19 0.41 0.17
F -0.62 1.67 -0.83 -0.19
O -1.03 -0.20 0.28 0.04
H 0.28 1.49 2.30 0.42
H 1.25 1.99 0.77 -0.88
H -1.66 1.78 0.85 0.36
O -0.48 -0.62 3.79 -0.49
C 0.69 -0.79 3.90 0.74
O 1.59 0.21 4.04 -0.39
C 2.91 -0.28 3.64 0.04
C 2.77 -1.73 4.02 0.15
F 3.21 -1.96 5.31 -0.36
O 1.35 -1.94 3.92 -0.24
H 2.96 -0.19 2.54 -0.10
H 3.53 0.23 4.31 0.48
H 3.19 -2.51 3.33 0.33
O -2.88 3.38 -5.81 -0.58
C -1.79 2.93 -5.60 0.53
O -1.06 3.32 -4.52 -0.41
C -0.05 2.33 -4.28 0.65
C 0.03 1.54 -5.57 -0.10
O -1.25 1.89 -6.24 -0.37
H 0.90 2.82 -3.97 0.17
H -0.36 1.72 -3.44 -0.36
H 0.16 0.50 -5.30 0.17
H 0.89 1.80 -6.15 0.35
O -1.30 -1.80 -2.79 -0.23
C -2.26 -1.18 -3.20 0.17
O -3.46 -1.79 -3.49 -0.37
C -4.35 -0.83 -4.09 -0.44
C -3.68 0.48 -3.78 -0.27
O -2.29 0.14 -3.46 0.11
H -4.47 -1.11 -5.14 0.28
H -5.33 -0.94 -3.63 0.31
H -4.08 0.83 -2.85 0.29
H -3.70 1.26 -4.53 0.21

75
Properties=species:S:1:pos:R:3:mulliken_charge:R:1 method="wB97M-V/def2-TZVPD" lumo_energy_ev="-2.8 / -2.8" mol_weight_da=754.533 energy_ev=-99012.3234 homo_lumo_gap_ev="7.4 / 7.3" total_charge=+1 spin_multiplicity=2 s_squared=0.892
Mn -0.20 -0.30 0.64 -0.14
C 0.63 1.11 4.74 -1.19
C -0.04 2.06 3.79 0.81
N 0.01 3.36 4.04 -0.65
C -0.57 4.22 3.17 -1.09
C -1.23 3.83 2.04 0.62
C -1.73 4.85 1.06 -0.98
O -1.14 4.67 -0.25 -0.56
C -1.31 2.44 1.78 0.56
C -2.03 1.98 0.61 -0.18
N -1.99 0.80 0.10 0.38
C -2.91 0.55 -0.97 -0.09
C -4.13 1.21 -1.08 -0.18
C -5.01 0.95 -2.13 -0.95
C -4.69 -0.01 -3.08 -0.58
C -3.50 -0.70 -2.97 -0.80
C -2.64 -0.41 -1.93 0.47
I -0.86 -1.44 -1.84 0.08
C -0.69 1.55 2.64 0.48
O -0.73 0.25 2.41 -1.12
H 1.35 1.65 5.35 0.40
H 1.13 0.30 4.19 0.23
H -0.10 0.64 5.40 0.30
H -0.47 5.28 3.41 0.36
H -1.49 5.85 1.43 0.45
H -2.81 4.81 0.92 0.36
H -0.19 4.56 -0.11 0.35
H -2.64 2.72 0.12 0.63
H -4.43 1.92 -0.31 0.59
H -5.94 1.49 -2.18 0.43
H -5.39 -0.24 -3.88 0.42
H -3.24 -1.47 -3.69 0.45
O 6.04 -3.19 0.62 -0.50
C 5.92 -1.88 1.14 -0.53
C 4.47 -1.49 1.14 0.33
C 4.09 -0.18 1.39 -1.32
C 2.75 0.15 1.37 -0.24
N 1.80 -0.75 1.15 0.46
C 2.15 -2.03 1.01 0.35
C 3.47 -2.44 0.96 -0.63
C 1.00 -2.97 1.02 0.29
C 1.11 -4.34 0.97 -0.70
C -0.02 -5.12 1.11 0.66
C 0.06 -6.63 1.08 -0.84
O 1.20 -7.12 0.40 -0.51
C -1.24 -4.48 1.31 -1.06
C -1.28 -3.10 1.33 -0.55
N -0.18 -2.36 1.18 0.31
H 6.97 -3.43 0.60 0.31
H 6.48 -1.15 0.54 0.35
H 6.30 -1.82 2.16 0.33
H 4.83 0.59 1.59 0.45
H 2.43 1.17 1.54 0.55
H 3.74 -3.47 0.80 0.61
H 2.07 -4.82 0.83 0.71
H -0.87 -7.05 0.68 0.40
H 0.15 -6.99 2.11 0.30
H 1.09 -6.98 -0.54 0.31
H -2.16 -5.05 1.44 0.43
H -2.21 -2.57 1.46 0.52
S 1.01 1.91 -0.52 -0.44
C 0.41 1.91 -2.13 0.14
N -0.71 2.58 -2.42 0.21
C -1.31 2.66 -3.75 -0.45
C -0.21 2.54 -4.78 -0.81
C 0.56 1.26 -4.52 -0.57
N 1.02 1.26 -3.13 0.02
H -1.11 3.11 -1.65 0.05
H -1.84 3.61 -3.83 0.42
H -2.05 1.86 -3.87 0.12
H 0.47 3.39 -4.69 0.32
H -0.63 2.54 -5.79 0.40
H 1.42 1.18 -5.17 0.43
H -0.08 0.39 -4.69 0.23
H 1.86 0.78 -2.87 0.27

73
Properties=species:S:1:pos:R:3:mulliken_charge:R:1 method="wB97M-V/def2-TZVPD" lumo_energy_ev="2.0 / 1.7" mol_weight_da=727.205 energy_ev=-90714.4608 homo_lumo_gap_ev="6.5 / 6.6" total_charge=-1 spin_multiplicity=3 s_squared=2.035
V -1.65 1.74 0.39 0.41
O -0.71 0.26 3.80 -0.53
C -2.00 -0.30 3.79 -0.45
C -3.07 0.57 3.17 -1.16
N -3.14 0.63 1.68 1.01
C -3.24 -0.70 1.06 0.51
C -3.10 -0.59 -0.45 0.62
O -3.66 -1.39 -1.17 -0.74
O -2.35 0.40 -0.86 -0.59
C -4.33 1.44 1.35 -0.51
C -4.00 2.93 1.40 0.34
O -4.76 3.74 1.88 -0.72
O -2.85 3.21 0.82 -0.63
H -0.47 0.55 2.90 -0.02
H -2.28 -0.42 4.84 0.48
H -2.00 -1.30 3.35 0.19
H -2.96 1.59 3.53 0.34
H -4.04 0.19 3.52 0.41
H -4.17 -1.20 1.32 0.32
H -2.40 -1.32 1.40 -0.90
H -5.17 1.21 2.01 0.35
H -4.63 1.22 0.32 0.42
C 3.73 -3.54 -5.94 -1.55
C 3.21 -2.73 -4.78 0.66
C 3.49 -3.09 -3.47 -1.03
C 3.01 -2.36 -2.38 1.11
C 3.37 -2.82 -1.00 -1.54
C 2.21 -1.23 -2.62 -0.27
Te 1.48 -0.05 -1.00 0.58
N -0.11 1.69 1.30 0.43
C 1.00 2.02 1.95 -0.28
O 1.96 1.25 2.15 -0.78
C 1.11 3.44 2.48 0.23
C 0.07 4.37 2.37 -0.30
C 0.23 5.66 2.86 -0.83
C 1.42 6.03 3.47 -0.33
C 2.45 5.11 3.58 -0.56
C 2.30 3.83 3.09 -0.47
C 0.45 -1.59 0.00 0.29
C 0.67 -1.69 1.37 -0.41
C 0.04 -2.68 2.12 -0.90
C -0.81 -3.58 1.48 -0.55
C -1.05 -3.46 0.12 -0.32
C -0.43 -2.47 -0.65 0.89
C -0.75 -2.38 -2.11 -1.73
C 1.92 -0.85 -3.94 1.26
C 1.07 0.35 -4.27 -1.53
C 2.43 -1.60 -4.99 -0.96
H 4.44 -4.30 -5.60 0.35
H 4.24 -2.90 -6.66 0.36
H 2.92 -4.04 -6.46 0.30
H 4.10 -3.96 -3.28 0.27
H 4.17 -3.56 -1.04 0.44
H 2.51 -3.28 -0.50 0.21
H 3.68 -1.99 -0.37 0.31
H -0.86 4.08 1.91 0.69
H -0.59 6.36 2.77 0.42
H 1.54 7.04 3.85 0.37
H 3.38 5.40 4.05 0.38
H 3.08 3.09 3.17 0.45
H 1.33 -0.98 1.86 0.40
H 0.22 -2.74 3.18 0.37
H -1.31 -4.36 2.05 0.32
H -1.74 -4.13 -0.36 0.35
H -1.69 -2.90 -2.32 0.50
H 0.04 -2.82 -2.72 0.39
H -0.87 -1.34 -2.41 0.10
H 0.22 0.43 -3.59 0.17
H 0.70 0.28 -5.29 0.35
H 1.65 1.27 -4.18 0.30
H 2.20 -1.30 -6.01 0.36
S -0.10 3.68 -2.19 -0.17
C -0.75 2.85 -1.10 0.76